Record 1
The following is a DFT calculation (ωB97M-V with the def2-TZVPD basis set) of a cluster of 2 separate species, C5H9O3 in total in a non-equilibrium geometry.

Each line ends with the Löwdin charge.
Element x y z (Å)
O  0.436  1.433  0.039  -0.0620
C  0.991  0.774  0.962  -0.7021
O  0.528  -0.309  1.477  -0.1205
C  2.413  1.181  1.352  -0.0521
H  2.953  0.326  1.785  0.0557
H  2.953  1.465  0.393  0.0804
H  2.442  2.033  2.053  0.0586
C  -0.913  -0.352  -2.377  0.0176
C  -1.085  -0.761  -1.076  -0.4752
O  -0.376  -1.776  -0.463  -0.0496
C  -2.119  -0.265  -0.116  -0.0733
H  -1.544  0.422  -2.820  0.0343
H  -0.105  -0.672  -3.019  0.0299
H  0.077  -1.277  0.287  0.0417
H  -2.817  0.480  -0.560  0.0780
H  -2.746  -1.125  0.198  0.0781
H  -1.633  0.103  0.790  0.0604

Summary:
Energy (eV): -11474.532
ΔE to the lowest compared entry with this formula, charge and spin (eV): 0.7066
Frontier orbital gap (eV): 8.5
Total charge: -1
Highest occupied orbital energy (eV): -4.306

=====

Record 2
The following is a DFT calculation (ωB97M-V with the def2-TZVPD basis set) of a structure of composition C39H32FeN8O7S2Se in a non-equilibrium geometry.

Each line ends with the Löwdin charge.
Element x y z (Å)
Fe  1.581  -0.973  0.897  0.6771
N  0.135  -4.999  0.164  0.0799
C  0.568  -3.861  0.765  -0.8247
S  2.015  -3.120  0.084  0.6593
N  -0.076  -3.435  1.808  0.0041
N  0.499  -2.286  2.319  -0.0963
C  0.167  -1.986  3.516  -0.0738
C  0.849  -0.948  4.262  -0.1699
C  0.332  -0.484  5.475  -0.0551
C  1.020  0.435  6.240  -0.1111
C  2.275  0.868  5.804  -0.0914
C  2.819  0.413  4.622  -0.0245
C  2.108  -0.480  3.792  -0.3846
O  2.593  -0.865  2.647  -0.2816
H  0.450  -5.194  -0.768  0.0786
H  -0.771  -5.343  0.439  0.0982
H  -0.587  -2.599  4.012  0.1318
H  -0.628  -0.863  5.810  0.1098
H  0.603  0.804  7.167  0.0918
H  2.835  1.577  6.404  0.0994
H  3.797  0.740  4.288  0.1162
O  0.397  0.735  1.888  -0.0469
C  0.120  1.866  1.049  -0.2947
C  0.458  1.403  -0.394  -0.5665
O  -0.002  1.989  -1.353  0.0934
O  1.350  0.477  -0.428  -0.1996
C  1.114  2.996  1.289  -0.1479
C  0.866  4.245  0.719  -0.0171
C  1.795  5.263  0.841  -0.0777
C  2.984  5.046  1.532  -0.0960
C  3.233  3.806  2.095  -0.0718
C  2.302  2.779  1.972  -0.0254
C  -1.321  2.281  1.293  -0.1407
C  -2.356  1.958  0.423  -0.0144
C  -3.669  2.256  0.764  -0.0666
C  -3.961  2.871  1.972  -0.0924
C  -2.931  3.195  2.845  -0.0806
C  -1.621  2.902  2.503  -0.0278
H  0.366  0.964  2.827  0.1110
H  -0.053  4.402  0.167  0.1281
H  1.592  6.230  0.397  0.1006
H  3.710  5.844  1.627  0.0977
H  4.156  3.623  2.631  0.1055
H  2.518  1.806  2.389  0.0782
H  -2.135  1.485  -0.523  0.1127
H  -4.466  2.000  0.078  0.1062
H  -4.987  3.099  2.232  0.0986
H  -3.148  3.675  3.791  0.0999
H  -0.818  3.167  3.185  0.1238
O  -3.363  -4.482  -5.597  -0.3760
S  -4.790  -4.596  -5.370  0.3851
O  -5.299  -5.953  -5.351  -0.3682
O  -5.606  -3.640  -6.099  -0.3663
C  -5.017  -4.034  -3.650  -0.3389
N  -6.218  -4.237  -3.099  0.1214
C  -6.376  -3.804  -1.860  -0.1264
C  -5.372  -3.169  -1.142  -0.0065
C  -4.167  -3.001  -1.806  -0.2232
N  -3.996  -3.436  -3.051  0.1592
C  -2.976  -2.351  -1.188  -0.1271
C  -2.962  -1.881  0.120  0.0031
C  -1.797  -1.340  0.629  -0.1376
N  -0.674  -1.224  -0.078  0.0223
C  -0.705  -1.627  -1.351  -0.1202
C  -1.815  -2.200  -1.940  0.0246
H  -7.350  -3.972  -1.409  0.1046
H  -5.543  -2.831  -0.131  0.0936
H  -3.830  -1.944  0.762  0.1042
H  -1.756  -0.980  1.650  0.1098
H  0.208  -1.477  -1.913  0.1043
H  -1.799  -2.537  -2.968  0.1207
C  3.898  -1.670  -2.606  -0.0275
N  3.673  -0.246  -2.452  -0.0463
C  3.703  0.433  -1.291  -0.6720
Se  4.114  -0.173  0.422  0.8053
N  3.394  1.714  -1.563  0.1358
C  3.153  1.878  -2.915  -0.1658
C  2.807  2.979  -3.681  0.0008
C  2.673  2.774  -5.044  -0.0833
C  2.874  1.515  -5.619  -0.0828
C  3.209  0.414  -4.850  -0.0004
C  3.340  0.622  -3.486  -0.1482
H  4.008  -2.106  -1.618  0.0154
H  4.805  -1.845  -3.186  0.1002
H  3.043  -2.119  -3.110  0.0998
H  3.280  2.392  -0.826  0.1506
H  2.638  3.949  -3.234  0.1156
H  2.402  3.606  -5.679  0.1020
H  2.760  1.400  -6.689  0.1028
H  3.352  -0.563  -5.291  0.1131

Summary:
Energy (eV): -188624.797
ΔE to the lowest compared entry with this formula, charge and spin (eV): 0.6568
Frontier orbital gap (spin up / spin down) (eV): 7.3 / 6.3
Total charge: -1
Spin multiplicity: 6
Highest occupied orbital energy (spin up / spin down) (eV): -5.424 / -5.424

=====

Record 3
The following is a DFT calculation (ωB97M-V with the def2-TZVPD basis set) of a structure of composition C9H22Br3NiO11S3 in a non-equilibrium geometry.

Each line ends with the Löwdin charge.
Element x y z (Å)
Ni  -3.707  11.709  24.610  0.9206
O  -4.980  11.569  25.989  -0.2804
H  -5.730  11.080  26.316  -0.0078
O  -3.408  16.158  24.560  -0.2250
S  -3.624  15.061  25.449  0.7336
O  -3.602  13.659  25.036  -0.3498
O  -2.520  15.169  26.615  -0.3194
C  -2.352  16.453  27.294  -0.2006
C  -0.888  16.564  27.690  -0.0351
C  -5.201  15.277  26.421  -0.0843
H  -3.017  16.531  28.152  0.1236
H  -2.587  17.214  26.549  0.1208
H  -0.623  17.608  27.506  0.0894
H  -0.210  16.050  27.012  0.0883
H  -0.750  16.282  28.729  0.0838
H  -5.676  16.145  25.965  0.0924
H  -4.888  15.496  27.437  -0.0588
H  -5.872  14.428  26.343  0.0516
O  -4.045  9.832  23.999  -0.3551
S  -4.370  8.415  24.064  0.6876
O  -3.530  7.537  24.803  -0.2115
O  -5.845  8.277  24.695  -0.2184
C  -6.806  9.234  24.296  -0.3427
C  -8.252  8.720  24.358  -0.0684
C  -4.710  7.810  22.355  -0.0513
H  -6.602  9.540  23.265  0.0950
H  -6.821  10.146  24.890  0.0370
H  -8.279  7.816  23.741  0.0822
H  -9.103  9.357  24.149  0.0537
H  -8.460  8.334  25.361  0.0864
H  -3.764  7.464  21.954  0.0809
H  -5.178  8.647  21.841  0.0665
H  -5.488  7.057  22.445  0.0838
C  -8.360  12.840  25.620  -1.5654
Br  -8.187  12.228  23.757  0.6309
Br  -9.577  11.759  26.639  0.6293
Br  -8.985  14.692  25.616  0.5987
H  -7.353  12.813  26.013  -0.0676
C  -4.147  12.870  29.180  -0.0859
C  -4.101  13.866  28.015  -0.2502
O  -4.547  15.068  28.578  -0.2559
S  -5.728  14.762  29.701  0.6865
O  -7.031  15.057  29.218  -0.1888
O  -5.289  15.340  30.933  -0.1924
O  -5.463  13.187  29.666  -0.1835
H  -3.449  13.099  29.985  0.1406
H  -4.126  11.825  28.887  0.1381
H  -4.731  13.540  27.184  0.0671
H  -3.076  13.897  27.637  0.1301

Summary:
Energy (eV): -315874.768
Frontier orbital gap (spin up / spin down) (eV): 8.7 / 7.3
Total charge: +1
Spin multiplicity: 3
Highest occupied orbital energy (spin up / spin down) (eV): -12.750 / -12.750

=====

- Which value of total charge does entry 2 give?
  -1